No. 1
The following is a DFT calculation (ωB97M-V with the def2-TZVPD basis set) of a cluster of 12 separate species, H24O12 in total.

```
36
Properties=species:S:1:pos:R:3:forces:R:3
H 0.005493 -0.387701 0.284417 -0.139 -0.254 0.065
H 0.167121 -1.655173 -0.538645 0.033 -0.097 0.715
H 4.758537 0.795525 0.210487 -0.175 -0.027 -0.007
H 4.570743 -0.425565 1.095762 0.073 0.139 -0.096
H 1.821183 2.378340 1.038169 0.456 -0.040 0.095
H 1.744788 1.033103 0.334933 0.497 0.117 -0.557
H -3.805592 1.009281 -0.484655 -0.350 0.471 0.200
H -3.071502 2.339317 -0.438198 -0.008 0.062 -0.046
H 0.585971 1.302667 1.988270 0.246 0.065 0.397
H 0.476308 1.536089 3.486112 -0.097 0.126 0.001
H 0.625370 -3.719884 -2.429125 0.063 -0.193 -0.127
H -0.867387 -3.958785 -2.272143 -0.058 -0.034 -0.147
H -3.660812 -0.920960 -0.388867 0.109 -0.359 -0.039
H -2.469979 0.003814 -0.580575 0.112 -0.110 -0.045
H -0.127188 -1.428340 -2.181863 -0.052 0.514 -0.457
H -1.197967 -0.356338 -2.301393 0.212 -0.617 0.094
H 0.901325 2.504172 -1.986864 -0.066 -0.002 0.200
H 0.808343 3.075230 -0.581414 -0.071 0.073 -0.371
H -1.448796 -1.434166 3.457709 -0.006 0.048 0.005
H -2.600026 -1.466844 4.449497 0.052 0.101 0.007
H -1.238428 2.763069 -2.715632 -0.128 0.017 0.017
H -1.239404 1.265958 -2.453529 -0.019 0.482 -0.183
H 2.091992 -1.701422 1.160422 -0.140 0.033 -0.166
H 2.031556 -2.429580 2.493155 -0.066 -0.140 -0.032
O 0.595368 -0.812961 -0.348190 0.040 0.365 -0.250
O 4.919602 -0.154329 0.239189 0.012 -0.106 0.117
O 2.287790 1.539661 0.949373 0.179 -0.546 0.063
O -3.550716 1.756340 -1.037765 -0.001 -0.062 -0.078
O 0.438699 1.996933 2.640418 -0.775 -0.009 0.362
O -0.089339 -4.289706 -2.734876 0.033 0.149 0.235
O -2.792820 -0.714151 -0.024436 0.018 -0.063 0.154
O -0.902519 -1.183030 -2.699237 -0.300 -0.108 -0.267
O 1.442489 2.867736 -1.276967 0.455 0.349 0.083
O -1.900344 -0.893971 4.115951 0.006 -0.154 -0.045
O -0.866889 2.093882 -2.129853 -0.339 -0.201 -0.286
O 1.557031 -2.328213 1.660364 0.195 0.014 0.389
```
Forces are in eV/Å.

Summary:
Electronic energy: -917.1996 Eh
SMILES: O.O.O.O.O.O.O.O.O.O.O.O
HOMO: -10.777 eV
Relative energy (zero: lowest compared OMol25 entry of this formula, charge and spin): 78.89 kcal/mol

Here are the Mulliken charges for atoms 1 to 2, given in e: atom 1 (H): 0.2464, atom 2 (H): 0.3980

---

No. 2
The following is a DFT calculation (ωB97M-V with the def2-TZVPD basis set) of a structure of composition C7H5NS in a non-equilibrium geometry.

```
14
Properties=species:S:1:pos:R:3:forces:R:3
C 2.520533 0.721971 -0.094624 0.708 0.301 -0.566
C -1.796082 -0.910870 0.104871 -1.809 0.974 -0.239
C -0.961373 1.535455 -0.496523 0.571 -4.138 -5.374
C -0.559050 -0.887255 0.409455 3.257 4.703 -1.522
C -0.016966 0.499515 -0.051382 1.593 -1.633 1.568
C 0.865237 -1.239505 0.663531 -0.249 0.392 -0.366
C 1.308889 0.204215 0.222571 -4.779 -2.140 0.901
N 3.503976 1.039053 -0.576060 1.601 0.704 -0.283
S -2.538794 0.564540 -0.460257 -0.378 0.535 -0.558
H -2.534783 -1.587418 0.228278 -1.952 -2.743 0.435
H -1.135685 2.115414 0.337587 0.197 3.164 0.649
H 0.918197 -1.614829 1.636128 1.110 -0.261 1.754
H 1.089399 -1.992712 -0.025786 1.077 -1.270 -0.981
H -0.663502 1.552427 -1.897787 -0.947 1.412 4.581
```
Forces are in eV/Å.

Summary:
Electronic energy: -722.4764 Eh
HOMO: -8.354 eV
Relative energy (zero: lowest compared OMol25 entry of this formula, charge and spin): 131.56 kcal/mol

Here are the Mulliken charges for atoms 1 to 2, given in e: atom 1 (C): 0.1998, atom 2 (C): -0.3563

---

No. 3
The following is a DFT calculation (ωB97M-V with the def2-TZVPD basis set) of a cluster of 2 separate species, C5H10N2 in total in a non-equilibrium geometry.

```
17
Properties=species:S:1:pos:R:3:forces:R:3
C -1.663464 -0.102569 -0.598282 -2.917 2.248 0.479
C 1.493358 1.598494 0.059959 -0.501 -0.058 -0.234
C -1.945035 -1.135733 0.445025 1.356 -0.211 -0.048
N -1.649026 1.142543 -0.251437 0.472 -1.360 -0.186
N 1.075735 0.316532 0.600211 -0.398 -0.763 -0.514
C 1.453651 -0.824557 -0.051672 2.213 1.017 1.406
C 2.282281 -1.658384 -0.365589 -1.224 -0.156 -0.010
H -1.690102 1.804120 -1.024550 0.075 -0.338 -0.299
H 1.080306 0.250619 1.611244 -0.021 -0.111 -0.364
H -1.980171 -0.400715 -1.608429 0.915 -0.007 -0.187
H 1.546616 1.542378 -1.027269 0.035 -0.182 0.050
H 0.690641 2.303861 0.280476 0.335 0.302 0.171
H 2.477126 1.913841 0.425001 -0.165 0.076 0.075
H -2.968596 -1.501163 0.382940 -0.051 0.096 -0.159
H -1.266354 -1.969663 0.259130 -0.113 -0.301 0.219
H -1.746450 -0.730190 1.433871 -0.078 0.016 0.034
H 2.809487 -2.549413 -0.570627 0.068 -0.267 -0.435
```
Forces are in eV/Å.

Summary:
Electronic energy: -305.8882 Eh
SMILES: [H]/N=C/C.C#CNC
HOMO: -8.220 eV
Relative energy (zero: lowest compared OMol25 entry of this formula, charge and spin): 85.11 kcal/mol

Here are the Mulliken charges for atoms 1 to 2, given in e: atom 1 (C): 0.1413, atom 2 (C): -0.9490